Entry 1:
This record from the Open Molecules 2025 dataset describes a structure of composition C47H34Cl5CrN3O2P. The level of theory is ωB97M-V/def2-TZVPD.

CARTESIAN COORDINATES (ANGSTROEM)
Cr1 0.6169 -0.4588 0.0339
C1 -1.9724 -3.6510 1.5988
O1 -2.6114 -2.3193 1.6528
C2 -1.6673 -1.4837 1.3128
N1 -0.4693 -1.9221 1.1357
C3 -0.4887 -3.3017 1.7171
C4 0.5233 -4.2850 1.2081
C5 1.8721 -3.9439 1.2368
C6 2.8400 -4.8854 0.9295
C7 2.4665 -6.1813 0.5955
C8 1.1245 -6.5284 0.5693
C9 0.1543 -5.5845 0.8822
C10 -1.8590 -0.0120 1.4187
C11 -2.9049 0.6921 1.9752
C12 -2.6471 2.0059 2.3775
C13 -1.3555 2.5251 2.3192
C14 -0.3814 1.7433 1.7266
N2 -0.6738 0.5574 1.2178
C15 1.0966 1.8839 1.7590
N3 1.8259 0.9811 1.2117
C16 3.1998 1.1639 1.7326
C17 3.0724 2.4470 2.5915
O2 1.6411 2.7930 2.5249
C18 3.6355 -0.0692 2.4788
C19 4.9596 -0.4834 2.3912
C20 5.3910 -1.6030 3.0887
C21 4.4973 -2.3231 3.8695
C22 3.1726 -1.9162 3.9573
C23 2.7434 -0.7927 3.2652
H1 -2.3598 -4.2165 2.4399
H2 -2.2517 -4.1108 0.6533
H3 -0.2623 -3.1505 2.7797
H4 2.1794 -2.9468 1.5479
H5 3.8860 -4.6103 0.9604
H6 3.2210 -6.9213 0.3652
H7 0.8287 -7.5373 0.3173
H8 -0.8865 -5.8830 0.8786
H9 -3.8646 0.2219 2.1362
H10 -3.4414 2.5956 2.8141
H11 -1.1054 3.4860 2.7457
H12 3.8779 1.3410 0.9029
H13 3.3131 2.2945 3.6402
H14 3.6254 3.2914 2.1900
H15 5.6561 0.0720 1.7742
H16 6.4244 -1.9147 3.0208
H17 4.8329 -3.1958 4.4125
H18 2.4779 -2.4710 4.5741
H19 1.7076 -0.4772 3.3510
Cl1 -0.3306 1.9844 -1.4748
C24 -1.2105 0.5534 -1.9656
C25 -0.7857 -0.6607 -1.4490
C26 -1.4301 -1.7927 -1.9317
Cl2 -0.8655 -3.3581 -1.4492
C27 -2.4850 -1.7126 -2.8430
Cl3 -3.2689 -3.1301 -3.3947
C28 -2.8986 -0.4635 -3.3170
Cl4 -4.1856 -0.3456 -4.4318
C29 -2.2440 0.6897 -2.8843
Cl5 -2.6901 2.2301 -3.4783
C30 0.9319 1.1169 -6.1352
C31 0.3585 0.0069 -5.5296
C32 0.7522 -0.3713 -4.2566
C33 1.7195 0.3598 -3.5686
C34 2.3162 1.4531 -4.1952
C35 1.9177 1.8298 -5.4703
P1 2.3326 -0.2513 -1.9571
C36 3.1805 -1.7684 -2.4761
C37 2.6875 -2.9986 -2.0649
C38 3.1970 -4.1753 -2.6020
C39 4.2066 -4.1210 -3.5463
C40 4.7032 -2.8894 -3.9664
C41 4.1854 -1.7182 -3.4476
C42 3.6368 0.9227 -1.4646
C43 4.9310 0.4866 -1.1882
C44 5.9003 1.3875 -0.7620
C45 5.5825 2.7271 -0.5954
C46 4.2905 3.1693 -0.8619
C47 3.3253 2.2740 -1.2952
H20 0.6235 1.4141 -7.1281
H21 -0.3877 -0.5756 -6.0537
H22 0.3330 -1.2710 -3.8265
H23 3.0936 2.0211 -3.7044
H24 2.3868 2.6812 -5.9444
H25 1.8886 -3.0508 -1.3357
H26 2.7973 -5.1277 -2.2827
H27 4.6045 -5.0340 -3.9681
H28 5.4826 -2.8449 -4.7146
H29 4.5486 -0.7675 -3.8189
H30 5.1900 -0.5577 -1.2923
H31 6.9062 1.0394 -0.5677
H32 6.3407 3.4288 -0.2747
H33 4.0415 4.2167 -0.7523
H34 2.3325 2.6377 -1.5303

Values from the calculation:
charge: +2
ΔE to the lowest compared entry with this formula, charge and spin: 24.3 kcal per mole
gap between HOMO and LUMO (spin up / spin down): 6.8 / 6.8 eV
LUMO level (spin up / spin down): -6.8 / -6.8 eV
2S+1: 4



Entry 2:
This record from the Open Molecules 2025 dataset describes a structure of composition C47H34ClF4N5O2P2Pt in a non-equilibrium geometry. The level of theory is ωB97M-V/def2-TZVPD.

CARTESIAN COORDINATES (ANGSTROEM)
Pt1 -0.3669 0.2313 -1.2521
C1 1.2977 -2.9377 -0.9594
N1 2.4043 -2.1662 -0.4427
C2 2.8593 -1.1385 -1.3577
P1 1.9117 0.4349 -1.1601
C3 2.4182 0.9091 0.5170
C4 3.5936 1.6306 0.7149
C5 4.0296 1.9127 2.0008
C6 3.2858 1.4909 3.0952
C7 2.1109 0.7768 2.9038
C8 1.6792 0.4818 1.6179
C9 2.7554 1.5739 -2.2840
C10 3.8431 1.1576 -3.0538
C11 4.4928 2.0567 -3.8883
C12 4.0627 3.3733 -3.9616
C13 2.9782 3.7915 -3.2009
C14 2.3198 2.8995 -2.3674
C15 3.4017 -2.8527 0.3170
C16 4.1824 -2.1402 1.2266
C17 5.1444 -2.7923 1.9826
C18 5.3361 -4.1625 1.8547
C19 4.5674 -4.8709 0.9446
C20 3.6129 -4.2216 0.1714
P2 -0.3408 -2.0985 -0.8246
C21 -1.2454 -2.9808 -2.1352
C22 -1.7343 -4.2725 -1.9424
C23 -2.3454 -4.9493 -2.9887
C24 -2.4645 -4.3480 -4.2339
C25 -1.9651 -3.0693 -4.4372
C26 -1.3609 -2.3861 -3.3913
C27 -0.9914 -2.6770 0.7557
C28 -0.0928 -2.8949 1.8038
C29 -0.5603 -3.3149 3.0383
C30 -1.9216 -3.5038 3.2363
C31 -2.8196 -3.2514 2.2087
C32 -2.3591 -2.8289 0.9689
H1 1.1917 -3.8618 -0.3975
H2 1.4177 -3.1916 -2.0197
H3 2.7894 -1.4868 -2.3980
H4 3.9003 -0.9017 -1.1462
H5 4.1694 1.9744 -0.1364
H6 4.9432 2.4752 2.1477
H7 3.6150 1.7333 4.0987
H8 1.5176 0.4584 3.7522
H9 0.7551 -0.0625 1.4830
H10 4.1995 0.1375 -3.0178
H11 5.3375 1.7248 -4.4796
H12 4.5734 4.0719 -4.6130
H13 2.6393 4.8188 -3.2517
H14 1.4845 3.2293 -1.7613
H15 4.0285 -1.0754 1.3489
H16 5.7358 -2.2235 2.6903
H17 6.0785 -4.6708 2.4561
H18 4.7176 -5.9362 0.8191
H19 3.0463 -4.7906 -0.5550
H20 -1.6431 -4.7522 -0.9754
H21 -2.7332 -5.9475 -2.8262
H22 -2.9527 -4.8755 -5.0442
H23 -2.0546 -2.5976 -5.4076
H24 -0.9851 -1.3833 -3.5426
H25 0.9713 -2.7362 1.6590
H26 0.1388 -3.4856 3.8470
H27 -2.2873 -3.8358 4.2000
H28 -3.8836 -3.3564 2.3710
H29 -3.0678 -2.6093 0.1792
F1 -3.4606 2.9825 -0.8277
C33 -4.1015 3.0108 0.3465
C34 -4.2171 4.2126 0.9826
F2 -3.6979 5.2836 0.3877
C35 -4.8787 4.3550 2.2245
C36 -5.4555 3.1635 2.7161
C37 -5.3473 1.9668 2.0636
F3 -5.8913 0.8935 2.6366
C38 -4.6373 1.8211 0.8637
C39 -4.4198 0.5391 0.2348
C40 -3.3426 0.3442 -0.6027
N2 -2.4300 0.2037 -1.3147
C41 -5.2347 -0.6062 0.4867
N3 -5.8780 -1.5540 0.6252
F4 -6.0926 3.1788 3.8818
C42 -4.9289 5.5846 2.9314
C43 -5.7233 5.7850 4.1008
N4 -6.3674 6.0143 5.0294
C44 -4.1658 6.7303 2.5530
N5 -3.5473 7.6733 2.3127
Cl1 1.0984 4.5926 1.0752
C45 -0.5246 3.8571 1.2586
C46 -0.6433 2.4890 0.5996
O1 -1.2999 1.6256 1.1797
O2 -0.0766 2.3667 -0.5493
H30 -1.2332 4.5434 0.7988
H31 -0.7325 3.7605 2.3169
C47 -0.5045 1.2456 -3.1096
H32 -0.6915 2.2846 -2.8508
H33 -1.3519 0.8078 -3.6287
H34 0.4148 1.1388 -3.6796

Values from the calculation:
charge: 0
gap between HOMO and LUMO (spin up / spin down): 6.9 / 5.8 eV
LUMO level (spin up / spin down): -0.4 / -2.2 eV
2S+1: 3



Number 1: electronic energy -5812.50269 Eh. Number 2: electronic energy -3897.30219 Eh.